Computed, not measured: a molecular structure, C51H58ClN5O8Sr in a non-equilibrium geometry, with ωB97M-V/def2-TZVPD.

Computed properties:
* calculated total energy: -3344.71355 Ha
* LUMO: 0.1424 hartree
* total charge: -2
* gap between HOMO and LUMO: 5.641 eV

Last column: Mulliken charge in e.
CARTESIAN COORDINATES (ANGSTROEM)
Sr1 0.035 0.014 0.103  3.68
C1 -6.185 0.571 -2.149  -1.19
C2 -5.056 0.354 -3.169  -1.37
C3 -3.725 0.774 -2.621  0.00
C4 -3.112 1.978 -2.763  0.25
C5 -3.530 3.124 -3.634  -0.83
C6 -2.784 3.123 -4.978  -1.13
C7 -1.934 1.951 -1.892  -0.61
C8 -1.138 3.068 -1.594  -0.45
C9 -0.379 3.260 -0.425  0.00
C10 0.210 4.531 0.005  0.72
C11 0.298 5.768 -0.834  -1.31
C12 -0.991 6.604 -0.802  -0.94
C13 0.618 4.351 1.291  0.68
C14 0.297 2.964 1.634  -0.86
C15 0.438 2.377 2.899  0.12
C16 0.134 1.053 3.288  -0.28
N1 -0.089 0.017 2.448  0.17
C17 -0.265 -1.104 3.188  -0.27
C18 -0.584 -2.364 2.616  -0.02
C19 -1.228 -2.585 1.391  0.49
N2 -1.588 -1.593 0.533  -0.37
C20 -2.535 -2.079 -0.295  -0.15
C21 -3.193 -1.309 -1.277  -0.58
C22 -2.913 0.004 -1.676  0.28
N3 -1.847 0.748 -1.275  0.54
C23 -2.783 -3.484 0.020  0.72
C24 -1.926 -3.822 1.025  0.02
C25 -1.664 -5.198 1.566  -0.86
C26 -0.875 -6.050 0.554  -1.17
C27 -3.834 -4.349 -0.606  -1.08
C28 -5.140 -4.326 0.200  -1.20
C29 -0.198 -0.762 4.611  -0.28
C30 0.029 0.584 4.661  0.12
C31 -0.015 1.468 5.872  -1.12
C32 -1.358 2.204 5.991  -1.13
C33 -0.453 -1.590 5.851  -0.11
C34 -0.575 -3.107 5.704  -1.56
N4 -0.264 2.350 0.563  -0.28
C35 1.260 5.349 2.209  -1.23
C36 0.241 6.073 3.103  -0.94
H1 -7.153 0.235 -2.538  0.39
H2 -6.262 1.631 -1.892  0.29
H3 -5.969 0.022 -1.228  0.27
H4 -5.277 0.919 -4.077  0.54
H5 -5.028 -0.702 -3.450  0.40
H6 -3.339 4.069 -3.118  0.22
H7 -4.606 3.074 -3.817  0.49
H8 -1.705 3.214 -4.816  0.17
H9 -3.109 3.948 -5.621  0.46
H10 -2.960 2.181 -5.506  0.27
H11 -1.236 3.924 -2.255  0.35
H12 0.517 5.483 -1.866  0.36
H13 1.131 6.385 -0.490  0.41
H14 -1.846 6.006 -1.130  0.20
H15 -0.914 7.483 -1.453  0.37
H16 -1.201 6.949 0.214  0.19
H17 0.789 3.030 3.695  0.26
H18 -0.443 -3.241 3.229  -0.04
H19 -4.033 -1.786 -1.775  0.19
H20 -2.608 -5.695 1.808  0.41
H21 -1.072 -5.135 2.480  0.18
H22 -1.460 -6.222 -0.354  0.41
H23 -0.598 -7.017 0.988  0.38
H24 0.044 -5.534 0.280  0.10
H25 -3.474 -5.378 -0.678  0.29
H26 -4.035 -4.008 -1.625  0.42
H27 -4.964 -4.684 1.218  0.30
H28 -5.907 -4.960 -0.261  0.41
H29 -5.530 -3.305 0.266  0.23
H30 0.794 2.206 5.829  0.37
H31 0.145 0.870 6.772  0.38
H32 -1.528 2.825 5.110  0.23
H33 -1.393 2.840 6.884  0.41
H34 -2.179 1.483 6.050  0.27
H35 -1.367 -1.217 6.325  0.21
H36 0.355 -1.383 6.558  0.38
H37 -1.440 -3.380 5.097  0.28
H38 -0.704 -3.561 6.690  0.47
H39 0.320 -3.540 5.249  0.32
H40 1.808 6.085 1.617  0.45
H41 1.991 4.839 2.842  0.36
H42 -0.471 6.635 2.493  0.19
H43 0.734 6.771 3.790  0.37
H44 -0.329 5.350 3.695  0.17
C37 0.714 0.415 -5.533  -0.40
C38 1.751 -0.327 -6.101  -0.96
C39 2.862 -0.602 -5.328  -0.96
C40 3.005 -0.160 -4.004  0.80
C41 1.983 0.658 -3.473  0.45
C42 0.828 0.893 -4.249  -0.29
C43 4.200 -0.656 -3.255  0.69
C44 5.481 -0.588 -3.874  -0.89
C45 6.571 -1.085 -3.233  -0.96
C46 6.430 -1.651 -1.949  1.27
C47 7.512 -2.186 -1.208  -0.77
C48 7.299 -2.734 0.024  -0.60
C49 5.999 -2.748 0.583  -0.48
C50 4.941 -2.221 -0.104  -0.17
C51 5.128 -1.679 -1.400  -0.79
N5 4.041 -1.210 -2.078  -0.05
H45 -0.183 0.630 -6.104  0.41
H46 1.683 -0.694 -7.117  0.35
H47 3.647 -1.232 -5.735  0.46
H48 0.036 1.481 -3.791  0.19
H49 5.575 -0.113 -4.841  0.51
H50 7.554 -1.032 -3.688  0.37
H51 8.509 -2.149 -1.635  0.34
H52 8.128 -3.164 0.578  0.34
H53 5.822 -3.188 1.557  0.48
H54 3.950 -2.202 0.338  0.35
O1 1.315 -1.513 -1.094  -0.36
H55 2.206 -1.209 -1.385  0.37
H56 1.521 -2.294 -0.546  0.24
O2 2.364 0.670 0.576  -0.44
H57 2.805 0.954 -0.315  0.35
H58 2.362 1.481 1.101  0.09
O3 1.982 1.334 -2.328  -0.25
O4 3.263 1.422 -1.625  -0.78
O5 2.959 -3.309 2.622  -0.69
Cl1 2.577 -4.395 1.741  1.78
O6 1.653 -5.285 2.426  -0.72
O7 3.748 -5.127 1.309  -0.70
O8 1.901 -3.835 0.572  -0.80